The following is a quantum chemistry calculation of a single C5H8N2 molecule, from the OMol25 dataset.

Computed properties:
Electronic energy = -8293.823 eV
2S+1 = 1
Kohn-Sham gap = 10.19 eV
SMILES = Cc1ccn(C)n1

Element x y z (Å)
1 C -2.350 -0.717 0.141
2 C -0.980 -0.164 -0.149
3 C -0.598 1.229 -0.113
4 C 0.702 1.217 -0.499
5 N 1.119 -0.087 -0.637
6 C 2.278 -0.456 0.181
7 N 0.043 -0.929 -0.442
8 H -3.115 -0.193 -0.440
9 H -2.598 -0.588 1.202
10 H -2.391 -1.783 -0.096
11 H -1.167 2.081 0.234
12 H 1.455 1.983 -0.631
13 H 3.202 -0.516 -0.392
14 H 2.008 -1.386 0.675
15 H 2.392 0.308 0.967

Results of the Mulliken charge analysis, in e, for atoms 1 through 5:
1 C -1.028
2 C 0.720
3 C -0.536
4 C -0.504
5 N 0.380

The following is a quantum chemistry calculation of 8 unconnected molecules or ions with the total composition C58H125N4O6P, from the OMol25 dataset.

Computed properties:
Electronic energy = -89687.418 eV
2S+1 = 1
Net charge = +2
Kohn-Sham gap = 3.50 eV

Element x y z (Å)
1 C -19.267 23.823 -7.298
2 C -19.839 22.439 -7.697
3 C -19.032 21.726 -8.860
4 C -20.023 21.158 -9.974
5 N -19.444 20.229 -11.005
6 C -18.485 19.061 -10.498
7 C -18.683 17.888 -11.576
8 C -20.221 17.980 -11.620
9 C -20.570 19.490 -11.798
10 C -18.571 21.119 -11.963
11 H -19.905 24.259 -6.529
12 H -19.260 24.550 -8.111
13 H -18.275 23.710 -6.859
14 H -20.844 22.649 -8.065
15 H -19.862 21.686 -6.910
16 H -18.459 20.883 -8.473
17 H -18.367 22.452 -9.327
18 H -20.464 21.995 -10.515
19 H -20.751 20.504 -9.493
20 H -17.449 19.372 -10.360
21 H -18.832 18.849 -9.486
22 H -18.200 18.182 -12.508
23 H -18.353 16.942 -11.146
24 H -20.458 17.338 -12.467
25 H -20.779 17.529 -10.799
26 H -20.460 19.898 -12.803
27 H -21.553 19.719 -11.388
28 H -19.202 21.875 -12.431
29 H -18.188 20.389 -12.677
30 H -17.761 21.402 -11.291
31 C -19.705 9.827 -11.871
32 C -19.224 8.660 -12.805
33 C -17.699 8.554 -12.800
34 C -17.220 7.486 -13.802
35 N -15.666 7.218 -13.784
36 C -15.346 6.192 -14.869
37 C -13.945 5.673 -14.362
38 C -14.073 5.532 -12.854
39 C -15.265 6.424 -12.512
40 C -14.900 8.554 -13.987
41 H -19.291 10.776 -12.212
42 H -19.294 9.726 -10.867
43 H -20.793 9.803 -11.809
44 H -19.613 8.984 -13.770
45 H -19.607 7.712 -12.428
46 H -17.384 8.413 -11.766
47 H -17.319 9.508 -13.163
48 H -17.284 7.851 -14.827
49 H -17.717 6.543 -13.571
50 H -15.275 6.633 -15.863
51 H -16.137 5.449 -14.762
52 H -13.128 6.371 -14.543
53 H -13.739 4.717 -14.843
54 H -13.158 5.892 -12.385
55 H -14.273 4.484 -12.629
56 H -15.172 7.249 -11.806
57 H -16.076 5.835 -12.083
58 H -15.075 9.231 -13.151
59 H -15.145 9.125 -14.883
60 H -13.853 8.254 -13.998
61 C -13.219 10.588 -6.940
62 C -14.249 11.659 -6.638
63 C -13.931 12.880 -7.528
64 C -14.994 14.004 -7.382
65 N -14.848 15.222 -8.364
66 C -13.773 16.237 -7.827
67 C -14.431 17.567 -7.554
68 C -15.564 17.497 -8.534
69 C -16.188 16.096 -8.390
70 C -14.433 14.851 -9.794
71 H -13.298 10.271 -7.979
72 H -13.281 9.718 -6.286
73 H -12.239 11.057 -6.850
74 H -14.159 11.975 -5.599
75 H -15.249 11.230 -6.692
76 H -13.782 12.650 -8.583
77 H -12.979 13.285 -7.186
78 H -14.977 14.514 -6.420
79 H -16.033 13.711 -7.534
80 H -12.920 16.319 -8.500
81 H -13.262 15.743 -7.000
82 H -13.898 18.488 -7.793
83 H -14.916 17.688 -6.586
84 H -15.251 17.703 -9.558
85 H -16.198 18.320 -8.204
86 H -16.785 15.820 -9.259
87 H -16.801 15.845 -7.524
88 H -15.046 14.071 -10.246
89 H -13.444 14.403 -9.693
90 H -14.279 15.761 -10.374
91 C -18.406 18.212 -5.949
92 C -19.908 18.465 -5.978
93 C -20.639 17.473 -6.865
94 C -22.094 17.445 -6.670
95 N -22.963 16.465 -7.543
96 C -22.700 16.557 -9.039
97 C -23.974 15.831 -9.629
98 C -25.099 16.365 -8.745
99 C -24.475 16.856 -7.510
100 C -22.712 15.058 -6.932
101 H -17.857 18.599 -6.807
102 H -18.175 17.154 -6.074
103 H -18.128 18.614 -4.974
104 H -20.046 19.472 -6.372
105 H -20.435 18.543 -5.027
106 H -20.224 16.477 -6.707
107 H -20.343 17.655 -7.898
108 H -22.420 18.465 -6.872
109 H -22.285 17.162 -5.635
110 H -21.737 16.051 -9.112
111 H -22.569 17.620 -9.240
112 H -23.820 14.758 -9.514
113 H -24.148 16.021 -10.688
114 H -25.865 15.619 -8.530
115 H -25.644 17.128 -9.301
116 H -24.799 16.523 -6.524
117 H -24.484 17.946 -7.491
118 H -22.870 15.152 -5.858
119 H -21.744 14.708 -7.292
120 H -23.534 14.541 -7.426
121 C -20.595 11.087 0.582
122 C -19.340 10.746 -0.266
123 C -18.436 12.048 -0.404
124 C -16.987 11.690 -0.853
125 P -15.958 12.924 -1.755
126 C -14.408 12.092 -2.314
127 C -13.596 11.397 -1.166
128 C -13.512 9.869 -1.108
129 C -12.383 9.296 -0.243
130 C -15.529 14.258 -0.607
131 C -16.655 15.131 -0.071
132 C -16.231 16.521 0.509
133 C -15.691 17.491 -0.502
134 C -16.914 13.430 -3.215
135 C -17.605 12.232 -4.016
136 C -18.547 12.729 -5.209
137 C -19.377 14.104 -4.969
138 H -21.255 10.222 0.647
139 H -21.211 11.857 0.117
140 H -20.297 11.450 1.566
141 H -18.750 10.040 0.319
142 H -19.432 10.212 -1.212
143 H -18.881 12.799 -1.057
144 H -18.458 12.568 0.553
145 H -16.427 11.631 0.080
146 H -16.967 10.805 -1.489
147 H -13.853 12.957 -2.678
148 H -14.665 11.461 -3.165
149 H -14.053 11.686 -0.219
150 H -12.623 11.874 -1.279
151 H -13.387 9.526 -2.135
152 H -14.415 9.354 -0.781
153 H -12.242 8.216 -0.270
154 H -12.628 9.650 0.758
155 H -11.431 9.754 -0.512
156 H -14.808 14.778 -1.237
157 H -14.943 13.861 0.222
158 H -17.133 14.578 0.738
159 H -17.249 15.333 -0.962
160 H -15.615 16.411 1.402
161 H -17.194 16.870 0.881
162 H -16.529 17.677 -1.174
163 H -14.858 17.179 -1.132
164 H -15.338 18.403 -0.022
165 H -17.632 14.153 -2.826
166 H -16.186 13.936 -3.849
167 H -16.829 11.565 -4.395
168 H -18.272 11.745 -3.305
169 H -17.947 12.804 -6.116
170 H -19.300 11.982 -5.461
171 H -18.779 14.971 -4.687
172 H -20.014 13.996 -4.091
173 H -19.921 14.271 -5.898
174 C -19.106 12.980 -8.837
175 C -19.381 14.290 -9.594
176 O -19.269 15.341 -8.971
177 O -19.561 14.218 -10.826
178 H -19.541 13.129 -7.849
179 H -18.041 12.885 -8.627
180 H -19.646 12.186 -9.353
181 C -16.386 10.990 -10.024
182 C -15.186 10.385 -10.690
183 O -14.562 11.110 -11.499
184 O -14.788 9.289 -10.309
185 H -16.142 11.831 -9.375
186 H -16.881 10.235 -9.414
187 H -17.102 11.316 -10.778
188 C -21.385 9.644 -7.933
189 C -21.672 8.299 -8.672
190 O -21.128 7.230 -8.310
191 O -22.438 8.323 -9.605
192 H -22.366 10.027 -7.653
193 H -20.962 10.329 -8.667
194 H -20.700 9.621 -7.085

Results of the Mulliken charge analysis, in e, for atoms 1 through 5:
1 C -1.456
2 C -0.242
3 C -0.090
4 C -0.802
5 N 0.651